[1]
Entry from the OMol25 dataset: a 2-piece molecular cluster, C4H11NO overall at a distorted geometry (the ωB97M-V functional and the def2-TZVPD basis).

Positions of all 17 atoms, in Å:
C 0.63 2.58 1.62
C 0.87 1.11 1.84
O 1.97 0.69 1.53
N -0.05 0.31 2.44
H 0.81 2.78 0.58
H 1.39 3.10 2.21
H 0.15 -0.65 2.66
H -1.01 0.61 2.39
H -0.36 2.96 1.90
C -1.17 -1.34 -1.84
C 0.03 -2.02 -2.51
H -1.82 -0.83 -2.55
H -1.75 -2.08 -1.29
H -0.80 -0.61 -1.14
H 0.74 -2.31 -1.73
H 0.61 -1.32 -3.12
H -0.24 -2.96 -3.00

For the relative energy (zero: lowest compared OMol25 entry of this formula, charge and spin), the calculation gives 23.17 kJ/mol. The HOMO-LUMO gap comes out at 0.385 hartree. Its total energy is -289.008191 a.u. As for the SMILES: CC(N)=O.CC.


[2]
Entry from the OMol25 dataset: one molecule with the formula C4H6O2 (the ωB97M-V functional and the def2-TZVPD basis).

Positions of all 12 atoms, in Å:
O -0.24 0.46 2.47
C -0.18 -0.01 1.38
C -1.08 0.22 0.18
C 0.06 0.51 -0.80
C 0.96 -0.68 -0.47
O 0.87 -0.78 0.96
H -1.60 -0.71 -0.09
H -1.81 1.01 0.35
H -0.20 0.65 -1.85
H 0.57 1.42 -0.44
H 2.02 -0.53 -0.72
H 0.61 -1.61 -0.94

For the relative energy (zero: lowest compared OMol25 entry of this formula, charge and spin), the calculation gives 26.34 kJ/mol. The HOMO-LUMO gap comes out at 0.411 hartree. Its total energy is -306.496263 a.u. As for the SMILES: O=C1CCCO1.


[3]
Entry from the OMol25 dataset: C32H38Cl2HfN6O8P2 as an isolated structure (the ωB97M-V functional and the def2-TZVPD basis).

Positions of all 89 atoms, in Å:
Hf -0.33 -0.42 -0.13
Cl 0.33 1.20 2.45
C 1.12 -0.25 3.07
Cl 1.83 -1.15 1.69
H 0.38 -0.89 3.53
H 1.94 0.04 3.73
O -1.00 -2.54 3.20
C -1.15 -2.43 2.02
O -1.31 -1.22 1.43
C -1.22 -3.58 1.07
C -1.77 -4.77 1.50
C -1.87 -5.82 0.61
C -1.43 -5.72 -0.69
C -0.88 -4.52 -1.10
C -0.73 -3.44 -0.24
O -0.07 -2.31 -0.60
N -0.44 -4.40 -2.49
O -0.64 -3.32 -3.02
O 0.08 -5.35 -3.01
N -2.48 -7.09 1.06
O -2.87 -7.13 2.20
O -2.53 -7.99 0.24
H -2.12 -4.89 2.51
H -1.51 -6.56 -1.37
C 2.40 2.51 0.14
P 1.66 1.32 -1.01
C 0.58 2.43 -2.03
N 0.90 3.70 -1.97
C 0.00 4.61 -2.41
C 0.31 5.99 -2.36
C -0.63 6.89 -2.73
C -1.92 6.48 -3.15
C -2.24 5.15 -3.23
C -1.28 4.19 -2.87
N -1.57 2.87 -2.97
C -0.66 2.00 -2.59
P -0.99 0.22 -2.86
C -2.80 -0.01 -2.79
C -0.63 0.11 -4.74
C 0.63 0.90 -5.11
C -1.82 0.78 -5.44
C -0.50 -1.33 -5.21
C 3.09 0.56 -1.92
C 4.22 0.30 -0.91
C 2.65 -0.79 -2.49
C 3.61 1.53 -2.99
H 2.93 1.98 0.93
H 1.63 3.13 0.59
H 3.09 3.16 -0.40
H 1.30 6.28 -2.02
H -0.41 7.95 -2.69
H -2.65 7.23 -3.42
H -3.22 4.82 -3.56
H -3.32 0.91 -3.04
H -3.12 -0.37 -1.81
H -3.06 -0.78 -3.51
H 0.57 1.95 -4.82
H 0.72 0.86 -6.19
H 1.53 0.45 -4.70
H -2.03 1.78 -5.07
H -2.73 0.18 -5.39
H -1.56 0.87 -6.50
H 0.37 -1.83 -4.78
H -0.39 -1.31 -6.29
H -1.38 -1.92 -4.97
H 3.89 -0.32 -0.07
H 4.66 1.22 -0.53
H 5.01 -0.25 -1.42
H 2.46 -1.51 -1.68
H 3.44 -1.21 -3.11
H 1.75 -0.74 -3.10
H 3.99 2.44 -2.53
H 2.85 1.81 -3.71
H 4.44 1.06 -3.52
N -6.29 3.78 1.25
C -5.20 4.01 0.49
O -5.04 4.98 -0.21
C -4.12 2.95 0.50
C -2.81 3.38 0.30
C -1.82 2.43 0.16
N -2.06 1.11 0.20
C -3.32 0.70 0.45
C -4.37 1.58 0.60
H -7.00 4.49 1.28
H -6.31 3.05 1.95
H -2.59 4.43 0.22
H -0.80 2.74 0.00
H -3.47 -0.37 0.53
H -5.36 1.20 0.76

For the relative energy (zero: lowest compared OMol25 entry of this formula, charge and spin), the calculation gives 0.00 kJ/mol. The total charge is +2. The HOMO-LUMO gap comes out at 0.282 hartree. Its total energy is -3823.258620 a.u.


[4]
Entry from the OMol25 dataset: C25H23IrN11O2PS4 as an isolated structure (the ωB97M-V functional and the def2-TZVPD basis).

Positions of all 67 atoms, in Å:
Ir 0.07 1.66 -1.73
C -5.10 3.06 0.38
N -3.92 3.14 -0.47
C -3.73 4.09 -1.44
C -2.52 3.82 -2.00
N -1.97 2.73 -1.39
C -2.83 2.33 -0.46
P -2.61 0.92 0.67
C -0.97 1.36 1.31
N 0.03 1.86 0.60
C 1.06 2.07 1.46
C 0.68 1.69 2.72
N -0.61 1.25 2.61
C -1.39 0.67 3.70
C -2.17 -0.33 -0.58
N -1.42 -0.12 -1.65
C -1.44 -1.27 -2.38
C -2.20 -2.20 -1.73
N -2.66 -1.60 -0.59
C -3.44 -2.26 0.45
H -5.21 3.98 0.95
H -5.99 2.90 -0.23
H -4.99 2.23 1.07
H -4.46 4.85 -1.64
H -2.01 4.34 -2.80
H 2.01 2.48 1.14
H 1.19 1.72 3.66
H -1.04 1.09 4.63
H -2.44 0.91 3.57
H -1.26 -0.41 3.71
H -0.92 -1.36 -3.32
H -2.45 -3.22 -1.97
H -4.03 -3.05 -0.01
H -2.77 -2.68 1.20
H -4.11 -1.54 0.91
S 2.00 3.04 -1.75
C 2.36 3.12 -3.41
C 3.67 3.59 -3.77
N 4.72 3.97 -4.02
C 1.47 2.74 -4.40
S -0.10 2.17 -4.10
C 1.87 2.83 -5.78
N 2.16 2.87 -6.89
N 4.91 -3.42 4.35
C 3.84 -3.20 3.54
C 3.00 -2.10 3.76
C 1.90 -1.89 2.96
C 1.62 -2.78 1.93
C 2.44 -3.88 1.69
C 3.54 -4.08 2.50
S 0.25 -2.50 0.90
O 0.02 -3.66 0.07
O -0.84 -1.96 1.66
N 0.74 -1.23 -0.05
C 1.29 -1.41 -1.20
S 1.81 -2.94 -1.96
C 2.39 -2.07 -3.28
C 2.13 -0.70 -3.14
N 1.54 -0.34 -2.02
H 5.20 -2.72 5.01
H 5.58 -4.13 4.12
H 3.22 -1.41 4.57
H 1.24 -1.05 3.14
H 2.21 -4.57 0.90
H 4.18 -4.94 2.33
H 2.87 -2.55 -4.12
H 2.38 0.04 -3.89

For the relative energy (zero: lowest compared OMol25 entry of this formula, charge and spin), the calculation gives 7.69 kJ/mol. The total charge is +1. The HOMO-LUMO gap (alpha / beta) comes out at 0.246 / 0.207 hartree. Its total energy is -3757.438747 a.u. Its spin multiplicity is 6.


[5]
Entry from the OMol25 dataset: an isolated ion of composition C7H6NO4S and charge -1 at a distorted geometry (the ωB97M-V functional and the def2-TZVPD basis).

Positions of all 19 atoms, in Å:
C -0.77 -0.80 1.32
C -0.13 0.41 1.59
C -0.74 -1.33 -0.03
C 0.49 1.16 0.59
C -0.17 -0.51 -0.99
C 0.50 0.71 -0.74
C 0.96 1.64 -1.83
N -2.36 1.63 -1.60
O -3.10 0.69 -1.96
O 0.20 3.71 -3.38
O -1.58 2.07 -2.54
O 1.75 2.78 -1.50
S 0.14 3.21 -2.00
H -1.38 -1.41 1.98
H 0.05 0.88 2.60
H -1.23 -2.22 -0.29
H 1.05 2.03 1.01
H -0.18 -0.86 -1.98
H 1.36 1.05 -2.76

For the relative energy (zero: lowest compared OMol25 entry of this formula, charge and spin), the calculation gives 249.24 kJ/mol. The total charge is -1. The HOMO-LUMO gap comes out at 0.300 hartree. Its total energy is -1024.148012 a.u.